Entry 1:
This record from the OMol25 dataset describes 2 unconnected molecules or ions with the total composition C4H11N2O2. The level of theory is the ωB97M-V functional and the def2-TZVPD basis.

Structure (XYZ):
```
19
C4H11N2O2 the ωB97M-V functional and the def2-TZVPD basis
C 1.4477 -1.9642 0.6841
N 2.2940 -0.7922 0.8487
C 2.0612 0.1769 -0.2737
O 0.8124 0.6345 -0.4044
H 0.3944 -1.7470 0.4749
H 1.5457 -2.6260 1.5498
H 1.8413 -2.5198 -0.1771
H 2.0000 -0.2916 1.6816
H 2.3969 -0.4086 -1.1641
H 2.8210 0.9697 -0.0925
C -1.8119 0.9070 -1.4567
C -2.1070 0.4130 -0.0642
N -2.2052 1.4279 0.8592
O -2.3361 -0.7282 0.2840
H -2.2390 1.8973 -1.6028
H -2.1547 0.2057 -2.2122
H -0.6967 0.9689 -1.4677
H -1.7260 2.2887 0.7071
H -2.3381 1.1881 1.8261
```

Properties
Net charge: -1
F_max (eV/A): 0.76
HOMO level (eV): -2.90
E_LUMO (eV): 4.04

---

Entry 2:
This record from the OMol25 dataset describes a molecular structure, C53H45ClCrGeN6O2. The level of theory is the ωB97M-V functional and the def2-TZVPD basis.

Structure (XYZ):
```
109
C53H45ClCrGeN6O2 the ωB97M-V functional and the def2-TZVPD basis
Cr 0.6345 1.4895 0.3108
C 1.9027 1.8169 4.5473
O 3.0358 1.6942 3.6404
C 2.5094 1.6273 2.4319
N 1.2290 1.5303 2.3240
C 0.6921 1.4129 3.6864
C -0.5393 2.2267 3.9790
C -0.9047 3.3162 3.2012
C -2.0317 4.0607 3.5282
C -2.7974 3.7251 4.6345
C -2.4256 2.6440 5.4255
C -1.3036 1.8997 5.0972
C 3.3620 1.5894 1.2319
C 4.7286 1.6778 1.1574
C 5.3014 1.5341 -0.1366
C 4.5269 1.3392 -1.2429
C 3.1077 1.2957 -1.0985
N 2.5911 1.3976 0.1668
C 2.1145 1.2382 -2.0662
N 0.7896 1.2262 -1.7763
C 0.1116 1.6945 -2.9802
C 1.2068 1.5773 -4.0784
O 2.4228 1.3470 -3.3809
C -1.1985 1.1012 -3.5085
C -1.6421 1.6300 -4.6967
C -2.9398 1.4386 -5.1887
C -3.9212 0.8247 -4.3618
C -3.5618 0.2842 -3.1820
C -2.1176 0.1470 -2.7982
H 1.8436 2.8578 4.8631
H 2.0800 1.1700 5.4005
H 0.4532 0.3545 3.8378
H -0.2751 3.6105 2.3701
H -2.3027 4.9185 2.9241
H -3.6728 4.3082 4.8889
H -3.0080 2.3853 6.3002
H -1.0231 1.0506 5.7124
H 5.3237 1.8213 2.0462
H 6.3768 1.5825 -0.2454
H 4.9639 1.2402 -2.2266
H -0.1347 2.7583 -2.8430
H 1.3190 2.4897 -4.6614
H 1.0221 0.7411 -4.7568
H -0.9863 2.2917 -5.2521
H -3.2210 1.8519 -6.1468
H -4.9597 0.8296 -4.6657
H -4.2941 -0.1685 -2.5243
H -1.9704 0.2320 -1.7348
Cl 1.7542 4.5883 1.1223
C 0.9086 3.5579 -0.1299
H 1.5475 3.6319 -1.0091
H -0.0115 4.1061 -0.3454
C 4.2458 -2.2210 4.2074
C 4.6936 -1.6942 3.0046
C 3.7918 -1.4347 1.9800
C 2.4260 -1.6903 2.1246
C 2.0005 -2.2416 3.3391
C 2.8962 -2.5022 4.3708
Ge 1.1780 -1.2487 0.6724
C 1.8766 -2.2448 -0.8841
C 2.8916 -3.1958 -0.7435
C 3.4382 -3.8455 -1.8450
C 2.9815 -3.5564 -3.1233
C 1.9648 -2.6251 -3.2899
C 1.4253 -1.9831 -2.1812
C -0.5210 -2.2140 1.0708
C -1.1238 -2.8777 0.0785
C -2.6005 -3.1324 0.0127
C -3.4243 -2.3041 1.0165
C -2.6789 -1.8027 2.2144
C -1.3478 -1.7939 2.2365
H 4.9459 -2.4246 5.0075
H 5.7478 -1.4893 2.8613
H 4.1679 -1.0415 1.0416
H 0.9598 -2.5028 3.4851
H 2.5426 -2.9394 5.2968
H 3.2620 -3.4443 0.2437
H 4.2239 -4.5774 -1.7028
H 3.4191 -4.0463 -3.9837
H 1.6085 -2.3978 -4.2888
H 0.6548 -1.2285 -2.3164
H -0.5382 -3.1961 -0.7818
H -2.8308 -4.2005 -0.0120
H -4.3096 -2.8498 1.3426
H -3.2536 -1.4513 3.0641
H -0.8387 -1.4259 3.1203
C -3.6648 2.5119 0.0870
C -2.3014 2.6585 0.2558
N -1.4822 1.6025 0.3420
C -2.0187 0.3863 0.2795
C -3.3632 0.1342 0.0594
C -4.2006 1.2335 -0.0198
C -3.8456 -1.2758 -0.1078
C -3.2776 -2.3329 -1.1564
C -2.4316 -2.3441 -2.4239
C -2.2460 -3.6312 -2.9333
C -1.4617 -3.8274 -4.0404
N -0.8689 -2.8181 -4.6864
C -1.0723 -1.6269 -4.1905
N -1.8084 -1.3554 -3.0889
H -4.2911 3.3903 0.0212
H -1.8453 3.6349 0.3179
H -1.3120 -0.4269 0.2706
H -5.2661 1.1015 -0.1757
H -4.9289 -1.2324 -0.2178
H -4.1552 -2.9008 -1.4735
H -2.7201 -4.4653 -2.4357
H -1.2961 -4.8216 -4.4396
H -0.6343 -0.7669 -4.6738
```

Properties
Net charge: +1
Spin multiplicity: 6
F_max (eV/A): 0.57
Expectation value of S²: 8.862
HOMO level (spin up / spin down) (eV): -7.66 / -9.04
E_LUMO (spin up / spin down) (eV): -3.38 / -4.33

---

Entry 3:
This record from the OMol25 dataset describes 2 unconnected molecules or ions with the total composition C2H7N2O. The level of theory is the ωB97M-V functional and the def2-TZVPD basis.

Structure (XYZ):
```
12
C2H7N2O the ωB97M-V functional and the def2-TZVPD basis
C 1.3678 1.7401 0.4919
N 0.1877 2.2201 0.1054
H 1.8752 2.2423 1.2911
H 1.7874 0.8394 0.0114
H -0.3117 1.7307 -0.6197
H -0.0927 3.1833 0.2076
C -0.7737 -1.5417 -0.7585
N -0.7647 -2.3646 0.3609
O -0.7301 -0.3405 -0.7751
H -0.6723 -2.1424 -1.6673
H -1.4428 -2.2541 1.1035
H -0.4300 -3.3126 0.2488
```

Properties
Spin multiplicity: 2
F_max (eV/A): 2.64
Expectation value of S²: 0.753
HOMO level (spin up / spin down) (eV): -5.27 / -10.17
E_LUMO (spin up / spin down) (eV): 0.85 / 0.84

---

Number 1: electronic energy -419.0141 Ha. Number 2: electronic energy -6106.9177 Ha. Number 3: electronic energy -265.0810 Ha.